Record 1
# C8H11FO2

An isolated molecule of C8H11FO2 (ωB97M-V/def2-TZVPD, the Open Molecules 2025 dataset).

Values from the calculation:
LUMO level (spin up / spin down) ... -0.02 / -0.63 eV
DFT total energy ... -15280.280 eV
Frontier orbital gap (spin up / spin down) ... 8.3590 / 6.3518 eV
Spin multiplicity ... 1
Largest force on an atom ... 3.719 eV Å⁻¹

XYZ file:
```
22
Properties=species:S:1:pos:R:3:nbo_charge:R:1
F 1.29836 1.33350 -4.30708 -0.35
O -0.18425 0.83001 -1.55310 -0.44
O -0.84202 -0.62901 0.21888 -0.50
C -1.51913 -3.01001 -0.05035 -0.63
C 1.45348 1.17697 3.16083 -0.66
C -0.12746 0.46417 -0.27172 0.64
C 0.62874 1.12940 0.78060 -0.33
C -1.27081 -1.60138 -0.72752 -0.06
C 0.78953 0.54224 1.99362 -0.10
C -0.13444 1.87000 -2.43318 0.08
C 0.40707 2.09234 -3.63012 0.05
H 0.20362 3.00115 -4.12258 0.18
H -0.36409 -1.66966 -1.41178 0.18
H 2.19784 0.67170 3.71075 0.23
H -0.69004 -3.47690 0.50373 0.22
H -2.13010 -1.28291 -1.29984 0.19
H 1.17037 2.04267 0.67573 0.23
H 0.80457 1.51970 4.01528 0.23
H -1.71625 -3.81451 -0.72756 0.22
H 0.47639 -0.49157 2.06159 0.21
H 1.86832 2.18881 2.78306 0.21
H -2.31970 -2.88669 0.63077 0.21
```

***

Record 2
# C8H11I

An isolated molecule of C8H11I (ωB97M-V/def2-TZVPD, the Open Molecules 2025 dataset).

Values from the calculation:
LUMO level ... 0.29 eV
DFT total energy ... -16571.952 eV
Frontier orbital gap ... 8.4847 eV
Structure (SMILES) ... CC\C=C/C=C\C=C\I
Spin multiplicity ... 1
Largest force on an atom ... 3.860 eV Å⁻¹

XYZ file:
```
20
Properties=species:S:1:pos:R:3:nbo_charge:R:1
I 3.55202 -1.03845 -1.92671 0.09
C 1.35844 2.01612 -0.56077 -0.21
C -0.33205 -1.25854 0.60087 -0.44
C 0.13644 -0.80366 -0.76470 -0.10
C -1.72470 -0.74782 0.97113 -0.60
C 2.34484 1.17031 -0.23608 -0.26
C 0.10944 1.66446 -1.19468 -0.22
C -0.38432 0.43025 -1.34300 -0.21
C 2.29962 -0.27573 -0.37116 -0.36
H 0.35572 -0.92065 1.38072 0.21
H -0.41859 2.48250 -1.66612 0.21
H 2.45483 -0.86743 0.52022 0.21
H -2.01348 -1.17254 1.93075 0.21
H -1.73052 0.33555 1.06024 0.21
H -1.26347 0.29928 -1.96818 0.21
H 3.29770 1.58208 0.09123 0.21
H -0.33773 -2.35169 0.61518 0.21
H 0.23714 -1.60730 -1.48879 0.21
H 1.53292 3.07510 -0.44148 0.21
H -2.46226 -1.03089 0.22475 0.20
```

***

Record 3
# C8H11IN2O7P2S2Se3TcTe

A structure of composition C8H11IN2O7P2S2Se3TcTe (ωB97M-V/def2-TZVPD, the Open Molecules 2025 dataset).

Values from the calculation:
LUMO level (spin up / spin down) ... -1.28 / -1.28 eV
⟨S²⟩ ... 3.78
DFT total energy ... -279674.226 eV
Frontier orbital gap (spin up / spin down) ... 6.7363 / 6.1249 eV
Spin multiplicity ... 4
Largest force on an atom ... 1.236 eV Å⁻¹

XYZ file:
```
38
Properties=species:S:1:pos:R:3:nbo_charge:R:1
I -0.64735 -3.17876 0.20358 0.23
Te 2.31419 -2.21133 -5.26953 0.28
Tc 0.07420 0.24650 -0.22454 0.93
Se 1.70679 -2.91066 -2.94557 -0.12
Se -0.22362 -0.00081 -2.57574 -0.22
Se 3.83753 -1.93409 -3.29713 -0.13
S -1.83836 1.56121 -3.12525 0.16
S -4.11948 2.56290 -1.53287 0.40
P 0.41792 0.93009 2.80018 2.56
P -0.38024 2.98373 0.87745 2.56
O 1.07441 2.81819 0.17119 -1.03
O 0.43987 0.79578 4.25142 -1.10
O -0.12413 2.38092 2.33880 -1.10
O 1.94346 0.91728 2.20319 -1.03
O -0.25884 -0.06923 1.88173 -1.15
O -0.81255 4.37248 0.94381 -1.10
O -1.17437 1.92012 0.11251 -1.14
N -3.13736 0.23063 -1.19454 -0.56
N 1.60484 -1.31869 -0.08380 -0.51
C 2.30346 -3.41966 0.78817 -0.28
C -4.89981 1.54714 -0.23711 -0.54
C -2.99887 1.30733 -1.92342 -0.01
C 1.32679 -2.54249 0.34338 0.10
C 3.91975 -1.72658 0.28953 -0.24
C -4.01527 0.30730 -0.03994 -0.23
C 3.62051 -2.99710 0.76592 -0.14
C 2.88282 -0.91396 -0.11866 0.07
H -3.40765 0.38259 0.86706 0.24
H 4.93477 -1.36163 0.24629 0.24
H -2.42973 -0.49802 -1.29242 0.44
H 2.03235 -4.40731 1.12938 0.24
H -4.62276 -0.59778 0.01054 0.22
H 2.54438 1.31346 2.83985 0.51
H 3.04877 0.08987 -0.48571 0.23
H -5.90965 1.27547 -0.53641 0.23
H 1.51124 3.66299 0.03534 0.52
H 4.40381 -3.65705 1.10973 0.23
H -4.94185 2.13919 0.67355 0.25
```

***

Record 4
# C8H11IN2S

An isolated molecule of C8H11IN2S (ωB97M-V/def2-TZVPD, the Open Molecules 2025 dataset).

Values from the calculation:
LUMO level (spin up / spin down) ... -1.38 / -1.38 eV
DFT total energy ... -30388.349 eV
Frontier orbital gap (spin up / spin down) ... 6.3588 / 6.3618 eV
Spin multiplicity ... 1
Largest force on an atom ... 6.292 eV Å⁻¹

XYZ file:
```
23
Properties=species:S:1:pos:R:3:nbo_charge:R:1
I -2.43590 -2.59229 -1.55117 0.35
S 0.24452 -2.44789 -2.99106 -0.17
N 1.52398 -0.96562 -1.11753 -0.51
N -0.63533 -1.71239 -0.67846 -0.51
C 2.56718 0.99967 -0.08129 -0.45
C 0.31969 0.02643 0.61863 -0.38
C 2.20699 2.06981 -1.04059 -0.61
C 0.46389 -1.64721 -1.54244 0.22
C -1.88190 -0.99292 1.46328 -0.43
C -2.87656 0.14228 1.14017 -0.57
C 1.47005 -0.06440 -0.15665 0.35
C -0.64585 -0.97393 0.44685 0.31
H -3.27841 0.11269 0.23769 0.20
H -2.35346 -2.00694 1.42678 0.23
H -1.51444 -0.79046 2.45632 0.22
H 1.40304 2.76378 -0.69166 0.21
H 0.35320 0.75563 1.49537 0.23
H 2.55233 1.51065 0.85644 0.21
H -3.65271 -0.04315 1.91745 0.22
H 1.88743 1.54060 -1.97797 0.22
H 3.47811 0.46176 -0.18060 0.24
H 3.05541 2.70882 -1.36021 0.22
H -2.25128 1.14509 1.31063 0.20
```

***

Record 5
# C8H11LaNPS

A structure of composition C8H11LaNPS (ωB97M-V/def2-TZVPD, the Open Molecules 2025 dataset).

Values from the calculation:
LUMO level (spin up / spin down) ... -1.61 / -1.61 eV
DFT total energy ... -30941.217 eV
Frontier orbital gap (spin up / spin down) ... 4.2640 / 4.2634 eV
Spin multiplicity ... 1
Largest force on an atom ... 2.530 eV Å⁻¹

XYZ file:
```
23
Properties=species:S:1:pos:R:3:mulliken_charge:R:1
La -1.53817 -0.88351 0.72830 1.18
S -0.42608 0.22682 4.29990 -0.18
P 0.06728 -3.27108 0.30131 -0.29
N 0.23057 -0.45829 1.88469 -0.11
C 0.10731 1.26378 -1.65977 0.18
C -1.32384 2.00173 -3.35013 -0.96
C 1.23100 -0.96513 2.71664 -0.39
C -0.13239 2.78228 -3.38904 -0.34
C 1.00223 -0.73825 4.04233 -0.33
C -1.21564 1.06023 -2.28650 -0.06
C 0.74102 2.32459 -2.35746 -1.04
C -0.73535 0.31434 2.57283 -0.57
H -2.18186 2.10945 -4.00933 0.34
H 0.07488 3.58820 -4.08534 0.38
H 1.62762 -1.07709 4.86281 0.35
H 0.54354 0.67801 -0.83729 0.23
H 1.37026 -3.28627 -0.29840 0.15
H -0.52814 -4.17946 -0.63928 0.12
H 1.72608 2.72496 -2.13937 0.35
H -1.95911 0.30262 -2.01177 0.07
H -1.05436 1.26855 2.11026 0.34
H 0.34115 -4.26417 1.29280 0.14
H 2.03199 -1.52231 2.25183 0.43
```

***

Record 6
# C8H11N3O

An isolated molecule of C8H11N3O (ωB97M-V/def2-TZVPD, the Open Molecules 2025 dataset).

Values from the calculation:
LUMO level ... 0.71 eV
DFT total energy ... -14989.837 eV
Frontier orbital gap ... 9.2412 eV
Structure (SMILES) ... C[C@@H]1C[C@@]1(C(N)=O)c1cnc[nH]1
Spin multiplicity ... 1
Largest force on an atom ... 5.891 eV Å⁻¹

XYZ file:
```
23
Properties=species:S:1:pos:R:3:nbo_charge:R:1
O 0.10691 -2.29331 0.53361 -0.61
N 2.24514 -0.83617 0.40582 -0.56
N -1.69148 -1.89511 -0.80930 -0.86
N 3.60270 0.77564 -0.11980 -0.47
C -0.54327 -1.48977 -0.06168 0.68
C 2.31961 1.18290 -0.44412 -0.14
C -2.30978 0.84852 1.29751 -0.63
C -1.12440 1.13378 0.40772 -0.17
C 3.49616 -0.44174 0.36321 0.17
C -0.34895 -0.05749 -0.23490 -0.15
C -1.18107 0.96985 -1.10325 -0.42
C 1.46449 0.18088 -0.09132 0.14
H -1.90700 -1.21819 -1.56033 0.40
H -2.09345 0.66715 -1.52646 0.20
H -2.85913 0.02616 0.84467 0.23
H 2.10632 2.05144 -1.05824 0.21
H -0.65452 1.60269 -1.83417 0.24
H -1.70270 0.66687 2.20533 0.23
H 1.70844 -1.59664 0.86227 0.46
H -1.65615 -2.98150 -0.94884 0.41
H 4.27914 -1.12328 0.71638 0.19
H -2.85247 1.87535 1.35438 0.22
H -0.40453 1.95196 0.80151 0.24
```

***

Record 7
# C8H11N4

The ion C8H11N4 with charge +1 (ωB97M-V/def2-TZVPD, the Open Molecules 2025 dataset).

Values from the calculation:
LUMO level ... -3.39 eV
DFT total energy ... -14425.895 eV
Frontier orbital gap ... 8.9654 eV
Charge ... +1
Spin multiplicity ... 1
Largest force on an atom ... 5.770 eV Å⁻¹

XYZ file:
```
23
Properties=species:S:1:pos:R:3:nbo_charge:R:1
N -1.41029 -1.93661 0.18274 -0.76
N 3.22197 0.05664 0.19193 -0.40
N -3.39592 0.15841 0.11268 -0.79
N -0.27805 1.96647 0.04947 -0.50
C 0.60102 0.96818 0.06800 0.21
C -1.04539 -0.63964 0.00995 0.34
C 1.34646 -1.49294 -0.25337 -0.49
C -2.02656 0.37503 -0.00739 0.05
C 0.33856 -0.33397 -0.09249 -0.18
C 2.76965 -1.09736 0.11352 0.19
C -1.60926 1.69775 -0.02855 0.02
C 2.66333 1.30171 -0.00367 -0.08
H 2.69432 1.77402 -0.94366 0.22
H 1.22629 -2.23769 0.49188 0.23
H -2.37270 2.58348 -0.03722 0.24
H -3.73311 -0.72933 -0.26859 0.38
H 2.89326 1.99363 0.68529 0.20
H -0.78438 -2.60241 0.51112 0.41
H 0.18987 2.83026 0.24669 0.44
H -3.95935 0.98191 -0.12225 0.41
H 1.45751 -1.78631 -1.22231 0.26
H 3.57778 -1.75993 0.21328 0.21
H -2.36501 -2.07130 0.10294 0.39
```

***

Record 8
# C8H11N4

The ion C8H11N4 with charge +1 (ωB97M-V/def2-TZVPD, the Open Molecules 2025 dataset).

Values from the calculation:
LUMO level (spin up / spin down) ... -5.60 / -5.22 eV
DFT total energy ... -14423.079 eV
Frontier orbital gap (spin up / spin down) ... 6.4489 / 7.5007 eV
Charge ... +1
Structure (SMILES) ... C[N+](=N/c1ccccc1)/N=C/N
Spin multiplicity ... 1
Largest force on an atom ... 6.314 eV Å⁻¹

XYZ file:
```
23
Properties=species:S:1:pos:R:3:nbo_charge:R:1
N -3.01315 1.95082 -0.39912 -0.70
N -1.53627 0.24609 -0.18694 -0.30
N -1.11500 -0.93371 0.02093 0.12
N 0.42664 -1.34384 -0.09438 -0.15
C 3.88289 -0.49640 -0.22410 -0.22
C -1.86763 -2.10343 0.35981 -0.45
C 3.89070 0.84273 0.13810 -0.12
C 2.72670 1.45356 0.42645 -0.21
C -2.76254 0.65078 -0.11191 0.28
C 2.73232 -1.21642 -0.21686 -0.14
C 1.48178 0.86785 0.29920 -0.18
C 1.47932 -0.47634 -0.11668 0.06
H 4.83327 -0.97261 -0.38092 0.24
H -1.85794 -2.17734 1.42537 0.25
H -3.99214 2.24068 -0.06899 0.43
H -2.35834 2.64730 -0.61878 0.43
H -2.74096 -1.86038 -0.18191 0.21
H 0.38104 1.28860 0.26812 0.25
H 2.41605 -2.24570 -0.63638 0.26
H 4.81757 1.48134 0.19746 0.25
H -1.26470 -2.93969 -0.06608 0.28
H 2.81594 2.50843 0.64081 0.23
H -3.52326 -0.08447 -0.02551 0.20
```

***

Record 9
# C8H11NO

An isolated molecule of C8H11NO (ωB97M-V/def2-TZVPD, the Open Molecules 2025 dataset).

Values from the calculation:
LUMO level ... 0.65 eV
DFT total energy ... -12008.385 eV
Frontier orbital gap ... 9.0758 eV
Spin multiplicity ... 1
Largest force on an atom ... 4.633 eV Å⁻¹

XYZ file:
```
21
Properties=species:S:1:pos:R:3:nbo_charge:R:1
O -0.00988 -2.85475 0.34513 -0.60
N -0.42676 -0.72306 0.94258 -0.51
C -0.54777 1.63808 1.58016 -0.56
C -0.25442 0.61997 0.81048 0.25
C 0.43572 1.05249 -1.37987 0.16
C 1.31285 -1.18970 -0.74272 -0.48
C 0.36137 2.29178 -1.76107 -0.49
C 0.78289 -0.28093 -1.86886 -0.51
C -1.44911 -1.16850 1.88161 -0.42
C 0.24191 -1.67138 0.21405 0.70
H -0.87806 1.50004 2.60311 0.21
H 2.08692 -0.65394 -0.18767 0.23
H 1.74888 -2.09025 -1.17997 0.24
H -2.36557 -0.60331 1.72021 0.21
H -0.42670 2.65323 1.24668 0.22
H -1.10422 -1.01788 2.90901 0.20
H -1.62436 -2.22937 1.70712 0.25
H -0.10026 -0.74066 -2.32607 0.23
H 0.01902 3.07746 -1.10606 0.22
H 0.64012 2.60230 -2.76296 0.21
H 1.55743 -0.21162 -2.64491 0.23
```